1.
DFT (ωB97M-V/def2-TZVPD) results for 2 unconnected molecules or ions with the total composition C3H11N2.

XYZ file:
```
16
C3H11N2 | OMol25 | ωB97M-V/def2-TZVPD
C -1.70743 1.42564 -1.46229
N -1.28281 0.51908 -0.35850
H -0.85044 1.49530 -2.05321
H -2.06690 2.42831 -1.15562
H -2.60353 1.02308 -1.98170
H -1.62494 -0.46628 -0.48845
H -0.19364 0.34072 -0.18633
H -1.68356 0.75373 0.55306
C 1.41144 -1.50414 -0.02809
C 1.40443 -0.20281 2.03140
N 0.71720 -0.61199 0.95044
H 0.71462 -1.57206 -0.98538
H 2.41751 -1.13142 -0.07006
H 1.65258 -2.49991 0.33369
H 1.77769 0.93605 2.24343
H 1.91778 -0.93329 2.65762
```

Summary:
- Total charge: 0
- Calculated total energy: -230.208443 a.u.
- Multiplicity: 2
- Molar mass: 75.135 u
- Kohn-Sham gap (alpha / beta): 4.651 / 6.674 eV
- Highest occupied orbital energy (alpha / beta): -4.501 / -6.548 eV
- Lowest unoccupied orbital energy (alpha / beta): 0.15 / 0.13 eV

2.
DFT (ωB97M-V/def2-TZVPD) results for a molecular structure, C30H30BeIN6O3.

XYZ file:
```
71
C30H30BeIN6O3 | OMol25 | ωB97M-V/def2-TZVPD
Be 0.07154 0.17449 0.10096
C 1.27523 1.15890 4.19780
C 0.26556 0.07483 3.96346
N -0.25747 -0.55599 4.98195
C -1.18084 -1.53336 4.77811
C -1.61132 -1.91859 3.54403
C -2.62699 -3.02587 3.41871
O -3.71431 -2.70534 2.54780
C -1.05728 -1.25704 2.41157
C -1.40140 -1.69534 1.09303
N -1.05611 -1.14888 -0.03984
C -1.49122 -1.78728 -1.26434
C -2.31455 -2.92400 -1.24213
C -2.67600 -3.60252 -2.38943
C -2.23167 -3.16841 -3.62783
C -1.46407 -2.02285 -3.69212
C -1.11071 -1.33069 -2.53710
I -0.04839 0.43554 -2.92563
C -0.10579 -0.24466 2.61615
O 0.45566 0.38513 1.63711
H 1.28528 1.41619 5.25360
H 1.04660 2.04056 3.59734
H 2.27412 0.82384 3.90476
H -1.57269 -2.00415 5.67310
H -2.99049 -3.28395 4.41356
H -2.16201 -3.92370 3.00825
H -4.36152 -2.19201 3.04043
H -2.01618 -2.58051 1.06860
H -2.70520 -3.30401 -0.30952
H -3.31573 -4.47266 -2.30684
H -2.49156 -3.69915 -4.53408
H -1.13877 -1.64651 -4.65256
O 1.61548 -0.34921 -0.39694
C 2.54910 -1.11343 -0.15733
C 3.96576 -0.69684 -0.36348
C 4.28563 -1.11276 -1.82661
C 3.89532 -2.54347 -2.25207
C 2.37606 -2.81071 -2.35655
C 1.72692 -3.20734 -1.02305
N 2.35431 -2.43723 0.07867
H 4.62266 -1.21946 0.33495
H 4.08670 0.37647 -0.24105
H 5.35759 -0.98152 -1.97130
H 3.78373 -0.40898 -2.49574
H 4.37014 -3.27982 -1.59200
H 4.33286 -2.70221 -3.23748
H 2.18114 -3.59423 -3.09026
H 1.88995 -1.90322 -2.73181
H 1.90194 -4.25731 -0.79683
H 0.65116 -3.04574 -1.04389
H 3.21704 -2.87578 0.36364
N -9.16156 4.76463 1.40135
C -8.07386 4.45283 1.19867
C -6.70832 4.06191 0.94515
C -5.78145 4.99988 0.50433
C -4.47125 4.62559 0.26707
C -4.07807 3.31223 0.47374
C -4.99987 2.37136 0.91318
C -6.30993 2.74422 1.14523
N -2.72020 2.92883 0.23224
C -1.66143 3.76848 -0.06805
C -0.58014 2.97279 -0.23533
N -0.95374 1.65827 -0.04860
C -2.23440 1.66523 0.22974
H -6.08936 6.02424 0.34402
H -3.77180 5.36896 -0.08818
H -4.71192 1.34381 1.08752
H -7.02952 2.01270 1.48683
H -1.75152 4.83781 -0.12356
H 0.43320 3.25274 -0.47495
H -2.82398 0.78471 0.42265
```

Summary:
- Total charge: +1
- Calculated total energy: -2027.855914 a.u.
- Molar mass: 658.525 u
- Kohn-Sham gap: 7.357 eV
- Highest occupied orbital energy: -10.647 eV
- Lowest unoccupied orbital energy: -3.29 eV

3.
DFT (ωB97M-V/def2-TZVPD) results for a molecular structure, C17H18BN7O3SZr.

XYZ file:
```
48
C17H18BN7O3SZr | OMol25 | ωB97M-V/def2-TZVPD
H 0.18286 2.87482 1.14448
N -0.01573 1.80598 -0.67642
B 0.46092 0.69751 -2.89262
N 0.47599 1.96775 -1.96430
C 1.24776 3.06520 -1.95758
Zr -0.77701 -0.96598 -0.10994
H 1.74886 3.40402 -2.84830
C 1.22592 3.63545 -0.68555
H 1.75535 4.51043 -0.36789
C 0.39124 2.85764 0.08806
H 0.83188 0.97326 -4.00009
C -0.91399 -3.07228 0.30682
H -1.13360 -3.18838 1.37509
H -0.02492 -3.65837 0.06839
H -1.77660 -3.45298 -0.25066
N -0.99599 0.08883 -2.91506
N 1.44772 -0.35258 -2.26280
N -1.67600 -0.39451 -1.77589
N 1.18110 -0.95980 -1.04242
C -1.76797 -0.11246 -3.98671
C 2.63642 -0.77953 -2.71488
H -1.38628 0.12808 -4.96970
H 3.02777 -0.40254 -3.64941
C -2.99066 -0.66442 -3.59470
C 3.15546 -1.70694 -1.80854
C -2.92960 -0.81909 -2.21093
C 2.23414 -1.79007 -0.76291
H -3.80951 -0.90358 -4.25775
H 4.07134 -2.25370 -1.91007
H -3.66013 -1.19229 -1.49669
H 2.24014 -2.41440 0.11944
H -0.98960 1.50470 -0.60846
O 1.91602 2.85269 4.04163
S 1.97214 1.43527 3.77073
O 3.25622 0.78447 3.76401
N 1.08346 1.06628 2.41081
C 0.03701 0.31061 2.64714
O -0.74270 -0.13553 1.68721
C -0.17642 -0.00410 4.06510
C -1.19039 -0.77055 4.66181
C -1.17725 -0.92337 6.04696
C -0.14904 -0.34641 6.81423
C 0.88541 0.38219 6.20428
C 0.83999 0.54647 4.82210
H -1.94890 -1.21362 4.01706
H -1.96784 -1.49234 6.53895
H -0.16007 -0.46969 7.89493
H 1.70477 0.82134 6.76896
```

Summary:
- Total charge: +2
- Calculated total energy: -1737.222780 a.u.
- Molar mass: 502.480 u
- Kohn-Sham gap: 6.759 eV
- Highest occupied orbital energy: -14.459 eV
- Lowest unoccupied orbital energy: -7.70 eV

4.
DFT (ωB97M-V/def2-TZVPD) results for a gas-phase ion, C7H12F3N2 (charge +1).

XYZ file:
```
24
C7H12F3N2 | OMol25 | ωB97M-V/def2-TZVPD
C 0.99344 1.36175 1.16901
C -0.27926 0.95995 1.33085
C 0.42455 0.44959 -0.85553
C -1.14379 -2.36091 -0.34705
C 2.79534 1.07264 -0.67250
C -0.54072 -1.39721 0.76352
C -2.05773 0.52601 -0.15707
N 1.47009 0.95783 -0.04227
N -0.65622 0.07854 0.19696
F -2.05641 1.80338 -0.31196
F -2.81597 0.19730 0.82224
F -2.39720 -0.00579 -1.25993
H 1.61869 2.20341 1.75264
H -0.96951 1.07348 2.11577
H -0.13431 1.18650 -1.40892
H 0.52734 -0.49620 -1.45558
H -2.15952 -2.29166 -0.53651
H -0.62012 -2.17506 -1.28915
H -0.99928 -3.32371 0.09992
H 2.64320 0.64528 -1.64072
H 3.23709 2.07704 -0.65636
H 3.49683 0.33905 -0.10759
H 0.59513 -1.51755 0.77271
H -0.97166 -1.36362 1.71752
```

Summary:
- Total charge: +1
- Calculated total energy: -682.710450 a.u.
- Structure (SMILES): CC[N@@+]1(C(F)(F)F)C=CN(C)C1
- Molar mass: 181.181 u
- Kohn-Sham gap: 10.003 eV
- Highest occupied orbital energy: -12.516 eV
- Lowest unoccupied orbital energy: -2.51 eV

5.
DFT (ωB97M-V/def2-TZVPD) results for 2 unconnected molecules or ions with the total composition C5H13NS.

XYZ file:
```
20
C5H13NS | OMol25 | ωB97M-V/def2-TZVPD
C 1.44350 0.77181 0.15537
C 2.93623 0.38707 0.04255
S -3.33291 0.15334 -2.16371
C 0.69049 -0.00399 1.13914
N -0.84394 -0.60552 0.74965
C -1.77390 0.56812 0.71065
C -0.68141 -1.21357 -0.48613
H 1.17036 1.79053 0.27002
H 3.18590 -0.53268 -0.56938
H 3.46638 1.20884 -0.44975
H 3.55729 0.38919 1.08629
H -3.27964 -0.82470 -3.04732
H 0.28081 0.58291 1.93979
H 1.15035 -0.99933 1.26281
H -2.36507 0.93193 1.63055
H -1.32252 1.37956 0.20139
H -2.55473 0.18401 -0.03224
H -1.65660 -1.47528 -0.96231
H -0.06888 -0.53515 -1.16637
H -0.00171 -2.15707 -0.31100
```

Summary:
- Total charge: 0
- Calculated total energy: -650.956747 a.u.
- Molar mass: 119.233 u
- Kohn-Sham gap: 3.465 eV
- Highest occupied orbital energy: -7.027 eV
- Lowest unoccupied orbital energy: -3.56 eV

6.
DFT (ωB97M-V/def2-TZVPD) results for 10 unconnected molecules or ions with the total composition C5H30N2O10.

XYZ file:
```
47
C5H30N2O10 | OMol25 | ωB97M-V/def2-TZVPD
N -2.08049 -0.34188 1.03755
C -1.13825 0.79705 0.75933
C 0.28002 0.22150 0.52139
C 1.50477 1.20004 0.84693
C 1.65324 2.42943 -0.06573
C -1.49999 1.54317 -0.45928
N -1.53536 2.95300 -0.42115
O -1.96013 0.92682 -1.41980
H -2.45654 -0.74638 0.18750
H -2.92898 0.08056 1.45909
H -1.15874 1.47613 1.57219
H 0.49304 -0.64175 1.26723
H 0.43037 -0.08913 -0.56457
H 1.44455 1.49181 1.87993
H 2.37641 0.53509 0.74137
H 2.70256 2.81000 -0.06687
H 1.39287 2.16137 -1.06370
H 0.96225 3.22924 0.27793
H -2.05623 3.51937 -1.16986
H -1.20953 3.35790 0.41980
H -0.75367 -3.00644 0.14086
H -1.49829 -2.94941 1.29185
O -0.63701 -3.25413 1.11321
H 1.89501 1.58999 -3.66426
H 0.78663 0.57659 -3.95603
O 1.64764 0.69437 -3.47208
H -0.63569 3.06819 3.65701
H -0.60521 1.66536 3.16295
O -0.39373 2.57276 2.97224
H -0.37867 -2.22198 -1.75382
H -1.49363 -1.46685 -1.15055
O -1.24459 -2.28688 -1.26058
H -1.46972 1.27095 -3.05862
H -1.57194 1.08339 -4.53125
O -0.99623 1.37795 -3.84461
H -0.00984 -0.78583 4.10155
H -1.21503 -0.59514 3.27850
O -0.85797 -0.33339 4.09693
H 3.11947 -2.99166 -0.81585
H 1.76335 -3.76103 -1.32779
O 2.65206 -3.52485 -1.54291
H 1.73893 -2.32398 -2.50660
H 1.17578 -0.83043 -2.75971
O 0.91739 -1.80914 -2.72789
H 0.63021 -2.94200 2.15076
H 1.04883 -3.11398 3.76189
O 1.17012 -2.61576 2.90547
```

Summary:
- Total charge: +1
- Calculated total energy: -1070.041148 a.u.
- Multiplicity: 2
- Molar mass: 278.299 u
- Kohn-Sham gap (alpha / beta): 10.216 / 4.093 eV
- Highest occupied orbital energy (alpha / beta): -13.785 / -13.769 eV
- Lowest unoccupied orbital energy (alpha / beta): -3.57 / -9.68 eV